Formula: C2H12NO3
Source: the OMol25 dataset
Level of theory: ωB97M-V with the def2-TZVPD basis set

Structure (XYZ):
```
18
Properties=species:S:1:pos:R:3:forces:R:3
C -0.3491 -1.1906 2.7294 0.45 0.93 0.87
C 1.4926 -0.3436 1.2066 -1.51 -2.66 2.61
N 0.2353 -0.6961 1.4545 0.94 2.32 -1.44
H -0.8205 -0.4010 3.3446 0.66 0.11 -0.60
H 0.3652 -1.7318 3.3001 1.38 0.23 0.50
H -1.0874 -1.9464 2.7429 -1.22 -0.73 -1.67
H 2.2573 -0.6011 2.0686 -1.36 0.72 -2.08
H 1.7524 -0.0154 0.1848 -0.11 0.14 0.79
H -0.4315 -0.2967 0.7016 0.76 -1.29 1.13
H 3.4706 2.4122 0.4994 0.41 -0.23 -0.35
H 2.1195 3.0477 0.4460 -0.01 -0.31 -0.64
O 2.6439 2.3470 -0.0161 -0.34 0.69 1.00
H -1.6187 -0.6840 -1.4982 0.76 0.85 1.15
H -1.7463 0.8332 -1.2060 0.80 -0.90 0.80
O -1.2033 0.0391 -0.9307 -1.65 0.07 -1.83
H -2.2904 0.3164 -3.8479 0.28 0.04 -0.10
H -3.1228 -0.9083 -4.0930 -1.54 -0.95 -0.80
O -2.3600 -0.6295 -3.6082 1.30 0.96 0.67
```
Positions in Å, forces in eV/Å.

Its charge is +2. The value obtained for the largest force on an atom is 4.02 eV/A. The calculation puts the electronic energy at -363.026030 hartree. The value obtained for the HOMO energy (alpha / beta) is -19.94 / -17.93 eV. The expectation value of S² is 0.757. As for the multiplicity: 2. For the energy above the lowest of the compared OMol25 structures with the same formula, charge and spin, the calculation gives 2.161 eV. The HOMO-LUMO gap (alpha / beta) comes out at 0.4387 / 0.0852 Ha.

Atomic partial charges in e from the Mulliken method, atoms 1 to 6: atom 1 (C): -0.8255, atom 2 (C): -0.1237, atom 3 (N): 0.0717, atom 4 (H): 0.3431, atom 5 (H): 0.3358, atom 6 (H): 0.3462